C29H36IN2PPd | wB97M-V/def2-TZVPD

Element x y z (Å)
Pd (0.5641, 0.0738, 0.3134)
C (4.3525, -0.9083, 0.8487)
C (3.5309, -2.1886, 0.6618)
C (4.3930, -3.2686, 0.0073)
P (1.9235, -1.7591, -0.1430)
C (2.0117, -1.9878, -1.9816)
C (2.9562, -0.9536, -2.5958)
C (2.2737, -3.3903, -2.5237)
C (0.7341, -3.0558, 0.3365)
C (1.0542, -4.3482, 0.7166)
C (0.0754, -5.2889, 1.0316)
C (0.4457, -6.6790, 1.4615)
C (-1.2663, -4.9048, 0.9399)
C (-1.6217, -3.6218, 0.5909)
C (-0.6293, -2.6593, 0.3139)
N (-0.9096, -1.3502, 0.0556)
C (-2.2614, -0.9152, 0.0260)
C (-2.9006, -0.5547, 1.2144)
C (-2.1878, -0.6519, 2.5326)
C (-4.1966, -0.0555, 1.1292)
C (-4.8490, 0.0916, -0.0868)
C (-6.2595, 0.6131, -0.1505)
C (-4.1725, -0.2631, -1.2492)
C (-2.8783, -0.7599, -1.2163)
C (-2.1198, -1.0820, -2.4706)
H (5.2585, -1.1340, 1.4153)
H (3.7903, -0.1390, 1.3760)
H (4.6590, -0.4968, -0.1158)
H (3.2144, -2.5314, 1.6534)
H (4.8077, -2.9096, -0.9359)
H (3.8610, -4.1965, -0.1966)
H (5.2360, -3.4999, 0.6620)
H (0.9874, -1.7096, -2.2561)
H (3.9987, -1.1857, -2.3675)
H (2.7441, 0.0518, -2.2286)
H (2.8522, -0.9506, -3.6828)
H (3.3141, -3.6879, -2.4014)
H (2.0540, -3.4082, -3.5940)
H (1.6422, -4.1390, -2.0435)
H (2.0923, -4.6515, 0.7701)
H (1.5000, -6.8835, 1.2798)
H (-0.1446, -7.4261, 0.9293)
H (0.2580, -6.8170, 2.5288)
H (-2.0412, -5.6293, 1.1628)
H (-2.6629, -3.3287, 0.5486)
H (-1.7820, -1.6510, 2.7029)
H (-2.8639, -0.4132, 3.3524)
H (-1.3424, 0.0412, 2.5685)
H (-4.7024, 0.2358, 2.0437)
H (-6.5300, 1.1291, 0.7704)
H (-6.9724, -0.2014, -0.2965)
H (-6.3862, 1.3100, -0.9798)
H (-4.6605, -0.1368, -2.2106)
H (-2.7445, -0.9363, -3.3511)
H (-1.7610, -2.1140, -2.4720)
H (-1.2441, -0.4322, -2.5507)
I (1.6582, 1.8492, 2.0392)
N (-0.8730, 1.8102, -0.6639)
C (-0.9790, 2.9468, -0.5357)
C (-1.0998, 4.3676, -0.3783)
C (-1.9061, 5.0886, -1.2583)
C (-2.0187, 6.4591, -1.1023)
C (-1.3330, 7.0989, -0.0773)
C (-0.5327, 6.3736, 0.7938)
C (-0.4085, 5.0008, 0.6516)
H (-2.4346, 4.5738, -2.0492)
H (-2.6415, 7.0283, -1.7793)
H (-1.4235, 8.1710, 0.0416)
H (0.0001, 6.8766, 1.5896)
H (0.2152, 4.4133, 1.3143)

2S+1 = 3
Gap between HOMO and LUMO (alpha / beta) = 7.136 / 5.694 eV
ΔE to the lowest compared entry with this formula, charge and spin = 1.7 kcal per mole
HOMO (alpha / beta) = -6.58 / -7.34 eV

---

C29H36N8O3PS | wB97M-V/def2-TZVPD

Element x y z (Å)
C (-7.4356, -3.2160, 3.3906)
C (-7.6536, -2.2912, 2.2068)
N (-6.4569, -1.4660, 1.7892)
P (-6.8808, 0.2106, 1.3564)
S (-8.6828, 0.4485, 0.6526)
C (-5.6172, -2.1518, 0.7238)
O (-5.8570, -1.6461, -0.6435)
C (-6.8482, -2.5093, -1.3102)
N (-7.6099, -3.1673, -2.1386)
C (-4.0313, -1.7895, 1.1142)
O (-3.5422, -0.5791, 0.8193)
O (-3.2023, -2.7837, 1.8235)
H (-6.5404, -2.9507, 4.1326)
H (-8.0891, -4.1801, 3.5191)
H (-8.7076, -2.3017, 1.6795)
H (-6.7757, 0.9876, 2.5992)
H (-5.8757, 0.7431, 0.4468)
H (-5.7319, -3.3391, 0.7518)
N (-2.1997, 1.1377, 2.9879)
C (-1.3423, 0.6661, 3.9476)
C (-0.6109, 1.7306, 4.4252)
C (-1.0466, 2.8858, 3.7332)
C (-2.0301, 2.4912, 2.8541)
H (-2.8555, 0.5752, 2.4615)
H (-1.3250, -0.3841, 4.2067)
H (0.1531, 1.6806, 5.1902)
H (-0.6827, 3.8969, 3.8629)
H (-2.6213, 3.0560, 2.1456)
N (1.6683, 3.9960, 1.9304)
C (2.3396, 5.1623, 1.6702)
C (3.5636, 5.0980, 2.2979)
C (3.6353, 3.8464, 2.9549)
C (2.4529, 3.1853, 2.7088)
H (0.7398, 3.7687, 1.5991)
H (1.8895, 5.9367, 1.0637)
H (4.3232, 5.8688, 2.2831)
H (4.4610, 3.4679, 3.5435)
H (2.1029, 2.2105, 3.0213)
N (-0.2280, -3.0668, 0.2851)
C (0.3476, -3.9299, 1.1807)
C (1.2452, -4.7180, 0.4957)
C (1.2142, -4.3118, -0.8598)
C (0.2982, -3.2888, -0.9609)
H (-0.9305, -2.3738, 0.5088)
H (0.0687, -3.9106, 2.2258)
H (1.8573, -5.5001, 0.9259)
H (1.7978, -4.7210, -1.6743)
H (-0.0244, -2.7023, -1.8108)
N (3.0391, -4.7924, -4.3851)
C (2.5525, -3.5133, -4.4599)
C (1.9709, -3.3508, -5.6974)
C (2.1063, -4.5770, -6.3912)
C (2.7670, -5.4502, -5.5564)
H (3.5225, -5.1892, -3.5898)
H (2.6629, -2.8295, -3.6289)
H (1.4989, -2.4472, -6.0607)
H (1.7586, -4.7993, -7.3918)
H (3.0671, -6.4802, -5.6957)
N (1.2479, 7.7498, 3.5369)
C (1.4555, 8.5013, 4.6641)
C (0.6186, 9.5933, 4.6078)
C (-0.1242, 9.4938, 3.4071)
C (0.2825, 8.3446, 2.7669)
H (1.7308, 6.8903, 3.3092)
H (2.1802, 8.1963, 5.4071)
H (0.5495, 10.3763, 5.3517)
H (-0.8753, 10.1856, 3.0484)
H (-0.0307, 7.9010, 1.8312)
N (5.4213, -3.5435, -6.5029)
C (5.9219, -2.4984, -7.2349)
C (7.2933, -2.6187, -7.2659)
C (7.6313, -3.7806, -6.5317)
C (6.4561, -4.3336, -6.0744)
H (4.4417, -3.7067, -6.3099)
H (5.2612, -1.7597, -7.6686)
H (7.9763, -1.9434, -7.7646)
H (8.6250, -4.1721, -6.3561)
H (6.2683, -5.2186, -5.4812)

Net charge = -1
Gap between HOMO and LUMO = 8.177 eV
HOMO = -6.00 eV

---

C29H37BF4N9O3RuSSb | wB97M-V/def2-TZVPD

Element x y z (Å)
Ru (-0.5475, 1.0321, 0.4604)
N (7.7660, 2.8491, -0.2558)
C (6.4866, 2.3617, -0.2275)
C (5.7718, 2.3064, 0.9783)
C (4.4797, 1.8275, 1.0055)
C (3.8922, 1.3911, -0.1733)
C (4.5793, 1.4332, -1.3785)
C (5.8653, 1.9268, -1.4071)
S (2.3002, 0.6972, -0.1502)
O (2.3826, -0.5604, -0.8326)
O (1.7868, 0.6891, 1.2342)
N (1.1545, 1.5945, -0.9525)
C (1.0654, 2.9466, -0.6048)
N (-0.1806, 3.4564, -0.6668)
C (-0.3147, 4.7426, -0.3211)
C (0.7339, 5.5344, 0.0684)
C (1.9714, 4.9076, 0.1041)
N (2.1395, 3.6417, -0.2325)
H (8.2519, 3.0416, 0.5992)
H (8.3160, 2.7717, -1.0900)
H (6.2443, 2.6474, 1.8927)
H (3.9162, 1.7916, 1.9296)
H (4.1044, 1.0780, -2.2860)
H (6.4090, 1.9729, -2.3433)
H (-1.3169, 5.1475, -0.3819)
H (0.6023, 6.5701, 0.3442)
H (2.8664, 5.4398, 0.4110)
C (-4.0142, 4.7990, -1.6095)
C (-3.8362, 4.4735, -0.1307)
Sb (-3.1737, 2.4385, 0.2083)
C (-5.0483, 1.4159, 0.5073)
C (-6.2620, 2.1725, -0.0250)
C (-2.6815, 1.7203, -1.7883)
C (-3.8463, 1.1199, -2.5744)
H (-4.3664, 5.8278, -1.7121)
H (-4.7547, 4.1552, -2.0853)
H (-3.0801, 4.7151, -2.1668)
H (-4.7712, 4.5333, 0.4262)
H (-3.1305, 5.1415, 0.3580)
H (-5.1323, 1.2243, 1.5754)
H (-4.8939, 0.4651, 0.0046)
H (-6.4293, 3.1111, 0.5038)
H (-7.1551, 1.5593, 0.1166)
H (-6.1847, 2.3883, -1.0909)
H (-1.8964, 0.9642, -1.6880)
H (-2.2112, 2.5634, -2.2876)
H (-4.2504, 0.2268, -2.0964)
H (-3.5062, 0.8341, -3.5714)
H (-4.6595, 1.8350, -2.6979)
N (1.7775, -5.8752, 0.7123)
C (2.1840, -7.0840, 0.1882)
C (2.7326, -8.2266, 0.7678)
C (3.0111, -9.2736, -0.0849)
C (2.7540, -9.1900, -1.4668)
C (2.2103, -8.0575, -2.0306)
C (1.9192, -6.9850, -1.1835)
N (1.3730, -5.7491, -1.4756)
C (1.3086, -5.1234, -0.3358)
C (0.7723, -3.7666, -0.1943)
C (0.3537, -3.0895, -1.3333)
C (-0.1448, -1.8145, -1.2101)
N (-0.2883, -1.2005, -0.0311)
C (0.1214, -1.8464, 1.0705)
C (0.6560, -3.1160, 1.0317)
H (1.8555, -5.5946, 1.6723)
H (2.9317, -8.2922, 1.8302)
H (3.4373, -10.1840, 0.3165)
H (2.9924, -10.0389, -2.0949)
H (2.0141, -7.9861, -3.0929)
H (0.4517, -3.5620, -2.3012)
H (-0.4493, -1.2545, -2.0857)
H (0.0272, -1.3250, 2.0161)
H (0.9801, -3.5693, 1.9590)
F (-0.4143, 2.6022, 4.4018)
B (-0.9683, 2.2718, 3.2129)
F (-0.7384, 0.8851, 2.8721)
F (-2.3800, 2.4795, 3.1903)
F (-0.3905, 2.9751, 2.1101)
N (-3.0971, -2.2801, 1.6797)
C (-3.0266, -0.9436, 1.8656)
N (-3.4486, -0.4481, 3.0405)
O (-2.6246, -0.2100, 0.9311)
H (-3.5628, -2.8843, 2.3331)
H (-2.9094, -2.6304, 0.7562)
H (-3.6387, -1.0537, 3.8194)
H (-3.2234, 0.5186, 3.2439)

Net charge = +1
2S+1 = 6
Gap between HOMO and LUMO (alpha / beta) = 7.616 / 5.105 eV
HOMO (alpha / beta) = -10.05 / -10.08 eV